Record 1
{
  "formula": "C4H16NO2",
  "method": "ωB97M-V/def2-TZVPD",
  "species": ["H", "H", "O", "C", "N", "H", "H", "O", "H", "H", "H", "C", "H", "H", "H", "H", "H", "C", "C", "H", "H", "H", "H"],
  "positions_angstrom": [[-2.533561, 1.210183, -1.006209], [-1.926878, -0.589251, -2.814310], [1.690455, 2.061873, 2.516287], [-1.021262, -0.412548, -0.857081], [1.198074, 0.453315, -0.045319], [0.359700, -1.844495, 3.137685], [-1.025305, 1.849210, -0.439019], [1.061740, -1.664464, 2.503032], [1.008869, -0.582401, -1.844554], [1.212484, 0.092429, 0.913239], [0.660145, 1.300309, -0.212855], [-1.647015, -1.272432, -2.016931], [0.857502, 2.488765, 2.578364], [1.898085, -1.892800, 2.893173], [2.198328, 0.577641, -0.203508], [0.591034, -1.569972, -0.392823], [-2.483773, -1.798589, -1.575915], [-1.463019, 1.040827, -1.054140], [0.501253, -0.602934, -0.884629], [-1.084558, 1.358500, -2.037934], [-0.886372, -1.916714, -2.453967], [2.254858, 2.467477, 3.200145], [-1.420785, -0.753931, 0.097268]],
  "forces_ev_per_a": [[-0.096, -0.273, -0.079], [-0.411, -0.125, -0.022], [1.483, -0.541, 0.019], [-0.403, 0.784, -0.859], [0.134, -1.479, 0.258], [0.287, -0.055, 0.091], [-0.186, -0.556, 0.578], [-0.606, 0.486, -0.852], [-0.485, -0.094, -0.266], [-0.691, 0.648, 0.604], [0.361, 0.384, 0.694], [0.867, 0.875, 0.937], [-1.145, 0.735, 0.303], [0.341, -0.244, 0.501], [-0.142, 0.207, -0.665], [0.903, 0.005, -0.143], [-0.174, -0.315, -0.571], [1.040, 0.936, -0.781], [-0.194, -0.312, 0.547], [-0.520, -0.133, -0.143], [-0.242, -0.482, 0.190], [-0.399, -0.245, -0.450], [0.280, -0.207, 0.109]],
  "max_force_ev_per_a": 1.60,
  "charge": 1,
  "lumo_ev": -3.0,
  "orbital_gap_ev": 12.353,
  "homo_ev": -15.3
}

***

Record 2
{
  "formula": "C4H16NO2S",
  "method": "ωB97M-V/def2-TZVPD",
  "species": ["H", "H", "C", "H", "H", "C", "H", "H", "H", "H", "H", "H", "H", "H", "H", "C", "H", "C", "O", "N", "O", "H", "H", "S"],
  "positions_angstrom": [[-5.416387, 2.574084, 1.524204], [-0.932525, -2.930654, 1.676108], [2.310201, 1.188704, -1.545790], [1.001666, -3.328979, -1.106605], [0.334796, 1.480635, 1.895631], [-3.794181, 2.087891, 0.348180], [1.848795, 0.423245, 1.288359], [-4.230692, 2.742140, -0.457584], [4.098949, -0.136273, -1.913787], [1.898850, 1.699097, -2.512323], [2.861414, 1.850246, -0.829971], [0.682462, -0.396126, 2.345072], [1.422304, 0.824419, -1.004768], [-4.279296, 1.276380, 2.239562], [2.470884, -0.801473, -1.850485], [-4.423466, 2.030267, 1.513024], [-0.089646, -2.132665, 0.629555], [0.742985, 0.474500, 1.504362], [1.819191, -3.218525, -1.615235], [3.134487, -0.043458, -1.567434], [-0.272815, -3.044694, 0.986692], [2.185981, -4.162958, -1.809463], [-2.953917, 1.556428, 0.049182], [-0.420041, -0.012228, 0.213513]],
  "forces_ev_per_a": [[1.405, -0.518, 0.537], [-0.153, -0.147, 0.113], [2.476, -0.134, 0.164], [0.318, -0.465, -0.154], [1.230, -1.723, -0.294], [-1.933, 1.857, -0.668], [-1.014, -0.023, -0.279], [0.669, -0.584, 0.955], [-0.696, 0.485, 0.442], [0.860, -1.106, 1.496], [-0.717, 0.238, -1.180], [-0.208, 1.679, -1.603], [-1.299, -0.048, 0.220], [0.557, -0.329, 0.947], [1.680, 0.196, 0.017], [-2.192, 0.624, -1.611], [-0.222, -1.465, 0.502], [-1.422, -0.096, 1.630], [0.846, -2.004, -0.450], [-3.052, 0.089, -1.117], [0.418, 1.343, -0.613], [-1.216, 2.591, 0.661], [1.468, -1.032, -0.162], [2.197, 0.575, 0.449]],
  "max_force_ev_per_a": 3.25,
  "charge": 1,
  "lumo_ev": -9.4,
  "orbital_gap_ev": 3.338,
  "homo_ev": -12.8
}

***

Record 3
{
  "formula": "C4H16NO3",
  "method": "ωB97M-V/def2-TZVPD",
  "species": ["H", "O", "C", "H", "H", "H", "O", "H", "H", "O", "H", "H", "N", "H", "C", "H", "H", "C", "C", "H", "H", "H", "H", "H"],
  "positions_angstrom": [[1.549570, 1.792289, 2.673862], [0.061561, -1.639637, -1.286711], [-0.685158, 0.567771, 0.438598], [-1.577680, 1.192362, 0.451498], [0.375284, -2.204266, 0.477378], [-2.343347, -0.771091, -3.337435], [-2.294665, -0.769707, -2.369719], [0.183801, 2.608186, 2.304893], [-0.441413, 1.362657, -1.567764], [0.901324, -2.089898, 1.283413], [-0.562654, 0.399590, 2.559051], [1.796769, -0.621874, -0.761534], [0.827057, 1.900527, 1.955845], [-3.049698, -1.344146, -2.177960], [0.120117, 0.596064, 1.730822], [1.776519, -2.441508, 1.091742], [0.964219, 1.479738, -0.603899], [0.135004, 0.793639, -0.847303], [0.865849, -0.474211, -1.286480], [-1.050909, -0.448419, 0.421868], [1.330751, 2.178539, 1.135176], [-0.804580, -1.449810, -1.692805], [0.791746, -0.289286, 1.747054], [1.130532, -0.327509, -2.339590]],
  "forces_ev_per_a": [[-0.156, -0.051, 0.075], [0.236, -0.373, 0.932], [0.216, 0.133, -0.274], [0.105, 0.248, 0.211], [0.128, -0.144, -0.363], [0.365, 0.290, 0.050], [-0.585, -0.388, -0.534], [0.001, 0.292, -0.405], [-0.165, -0.600, -0.458], [0.198, -0.215, 0.407], [0.134, 0.472, 0.186], [-0.042, -0.353, 0.486], [0.245, -0.771, 1.437], [0.050, 0.092, 0.430], [-0.727, -1.057, -0.142], [-0.127, -0.208, -0.035], [-0.076, 0.176, -0.206], [0.793, 0.441, 1.743], [-1.037, 0.363, -2.413], [-0.334, -0.297, -0.098], [0.003, 0.542, -0.839], [0.168, 0.153, -0.139], [0.174, 1.009, -0.131], [0.432, 0.246, 0.079]],
  "max_force_ev_per_a": 2.65,
  "charge": 1,
  "lumo_ev": -3.4,
  "orbital_gap_ev": 10.076,
  "homo_ev": -13.5
}

***

Record 4
{
  "formula": "C4H16NO3",
  "method": "ωB97M-V/def2-TZVPD",
  "species": ["C", "H", "H", "C", "C", "O", "H", "H", "C", "N", "H", "H", "H", "H", "H", "H", "H", "H", "O", "H", "H", "H", "H", "O"],
  "positions_angstrom": [[-1.582781, -1.140405, 0.690609], [0.537464, 0.558960, -2.946964], [1.069072, -1.495587, -0.654385], [-0.880129, -0.188223, -1.503746], [-0.260864, 0.947976, -2.314911], [0.345525, 1.904070, -1.441688], [1.512495, -0.114222, 0.175925], [0.606241, 2.659127, -1.985749], [-0.568962, -0.284431, -0.004204], [0.845024, -0.903601, 0.113447], [2.340289, 1.704846, 1.541075], [-0.699977, -1.158886, -1.980018], [-2.508940, -0.575363, 0.799343], [0.630287, -0.262487, 3.754711], [2.236793, 2.099585, 0.086238], [-0.981520, 1.396295, -2.988397], [-1.966338, -0.159186, -1.606059], [-0.253873, -1.358135, 3.429950], [2.414544, 1.335090, 0.653548], [0.769478, -1.404378, 1.002145], [-0.508052, 0.701751, 0.421195], [-2.037949, -2.005515, 0.185181], [-1.274694, -1.619812, 1.613510], [0.216867, -0.637468, 2.959243]],
  "forces_ev_per_a": [[-1.568, -1.148, 0.060], [0.014, -0.210, -0.178], [0.101, -0.734, -0.642], [-1.075, -0.205, -0.101], [1.057, -0.328, -0.008], [-0.257, 0.313, -0.064], [0.318, 0.007, 0.335], [-0.093, -0.080, 0.156], [0.535, -0.811, -1.839], [-1.529, 1.176, 1.231], [0.121, -0.179, 0.098], [0.426, 0.050, 0.075], [0.270, 0.425, 0.685], [0.310, 0.427, -0.518], [-0.036, -0.301, -0.133], [-0.305, 0.200, 0.104], [-0.090, 0.424, 0.250], [0.008, 0.285, -0.744], [-0.096, 0.375, 0.041], [0.885, 0.014, -0.007], [0.165, 0.194, 0.347], [0.892, 0.108, -0.929], [0.021, 0.691, 0.275], [-0.074, -0.691, 1.507]],
  "max_force_ev_per_a": 2.29,
  "charge": 1,
  "lumo_ev": -2.8,
  "orbital_gap_ev": 11.286,
  "homo_ev": -14.1
}